P.
DFT (ωB97M-V/def2-TZVPD) results for a molecular structure, C40H65GeHgIN6OS2Si.

Values from the calculation:
Expectation value of S²: 0.77
LUMO energy (alpha / beta), eV: 2.34 / 2.34
2S+1: 2
Charge: -1
Kohn-Sham gap (alpha / beta), eV: 4.53 / 6.82

Geometry (Å):
Hg  0.9091  0.4535  -0.7253
C  0.3052  0.5102  3.7061
C  0.9369  0.5301  2.3439
N  0.3432  1.1124  1.3006
N  -0.8752  1.7211  1.4876
C  -1.3858  2.1900  0.3770
O  -0.8886  2.1208  -0.8057
C  -2.7459  2.8149  0.5088
C  -3.4870  3.0516  -0.6438
C  -4.7709  3.5808  -0.5670
C  -5.3234  3.8931  0.6656
C  -4.5800  3.6741  1.8227
C  -3.3041  3.1389  1.7459
C  2.1928  -0.0865  2.1282
C  2.8735  -0.8256  3.1432
C  4.0809  -1.4055  2.8746
C  4.6533  -1.2724  1.5879
C  3.9306  -0.5603  0.6496
N  2.7584  0.0185  0.8809
H  -0.5947  1.1184  3.6951
H  0.9878  0.8948  4.4690
H  0.0262  -0.5086  3.9987
H  -3.0421  2.7997  -1.5981
H  -5.3415  3.7413  -1.4740
H  -6.3259  4.2985  0.7290
H  -5.0021  3.9199  2.7903
H  -2.7190  2.9546  2.6379
H  2.4213  -0.9329  4.1204
H  4.5937  -1.9700  3.6459
H  5.6052  -1.7172  1.3328
H  4.3133  -0.4410  -0.3627
C  2.5309  -1.1442  -5.4952
Si  3.0429  -2.7614  -4.7395
C  4.9065  -2.8678  -4.9148
C  2.3066  -4.1606  -5.7380
C  2.6650  -3.0681  -2.9239
C  3.3183  -4.1598  -2.3505
C  3.2201  -4.4356  -0.9974
C  2.4747  -3.5555  -0.2288
N  1.8037  -2.5337  -0.7412
C  1.8526  -2.2999  -2.0586
S  0.7926  -1.0228  -2.6778
H  2.9457  -1.0878  -6.5073
H  2.9035  -0.2999  -4.9111
H  1.4468  -1.0423  -5.5457
H  5.1908  -2.8247  -5.9711
H  5.3109  -3.7937  -4.4976
H  5.3892  -2.0327  -4.3991
H  2.6339  -4.1042  -6.7807
H  1.2139  -4.1210  -5.7209
H  2.6119  -5.1316  -5.3377
H  3.9355  -4.8015  -2.9739
H  3.7180  -5.2862  -0.5501
H  2.4122  -3.6647  0.8504
I  -4.6728  -0.9899  -1.3681
C  -2.5513  -0.7953  -1.0583
H  -2.4056  0.2372  -0.7583
H  -2.0959  -0.9494  -2.0326
C  -5.0599  -5.2630  -1.4183
C  -3.8595  -4.8346  -0.5829
C  -2.6888  -4.3721  -1.4421
C  -1.5297  -3.7663  -0.6468
Ge  -1.8667  -2.0735  0.2711
C  -3.0532  -1.9876  1.8281
C  -2.4624  -2.6229  3.0909
C  -2.3997  -4.1464  3.0417
C  -1.8227  -4.7471  4.3190
H  -5.8942  -5.5868  -0.7916
H  -4.8009  -6.0912  -2.0845
H  -5.4071  -4.4306  -2.0351
H  -3.5343  -5.6629  0.0566
H  -4.1597  -4.0220  0.0834
H  -3.0549  -3.6426  -2.1726
H  -2.3186  -5.2275  -2.0201
H  -0.7000  -3.5271  -1.3182
H  -1.1401  -4.4916  0.0742
H  -0.5121  -1.5690  0.8216
H  -4.0441  -2.3966  1.6184
H  -3.1830  -0.9118  1.9868
H  -3.0550  -2.3265  3.9645
H  -1.4504  -2.2347  3.2544
H  -1.7901  -4.4559  2.1890
H  -3.4066  -4.5405  2.8667
H  -0.8127  -4.3706  4.4998
H  -1.7693  -5.8364  4.2679
H  -2.4336  -4.4812  5.1859
C  1.0749  8.2740  0.2700
C  0.1810  7.6175  -0.7815
C  0.6974  6.2576  -1.2443
C  0.5834  5.1883  -0.1640
N  1.0782  3.8939  -0.5985
C  2.3345  3.4383  -0.6841
S  2.7228  2.2238  -1.8081
N  3.2875  3.8256  0.1968
C  3.5367  5.1393  0.7894
C  5.0300  5.4000  0.9292
C  5.7709  5.7167  -0.3717
C  5.9498  4.5426  -1.3328
H  0.7494  9.2928  0.4863
H  2.1098  8.3249  -0.0802
H  1.0674  7.7236  1.2127
H  0.1004  8.2789  -1.6468
H  -0.8310  7.5009  -0.3815
H  1.7441  6.3432  -1.5594
H  0.1384  5.9211  -2.1212
H  -0.4643  5.0455  0.1075
H  1.1036  5.4900  0.7412
H  0.4589  3.3710  -1.2094
H  4.0958  3.2281  0.1178
H  3.0714  5.2014  1.7766
H  3.0997  5.9203  0.1659
H  5.4972  4.5407  1.4245
H  5.1401  6.2498  1.6075
H  6.7578  6.1029  -0.1033
H  5.2483  6.5333  -0.8821
H  6.3641  3.6717  -0.8166
H  6.6439  4.8075  -2.1327
H  5.0153  4.2319  -1.8016

---

Q.
DFT (ωB97M-V/def2-TZVPD) results for a molecular structure, C40H65GeHgIN6OS2Si.

Values from the calculation:
Expectation value of S²: 0.75
LUMO energy (alpha / beta), eV: 2.23 / 2.14
2S+1: 2
Charge: -1
Kohn-Sham gap (alpha / beta), eV: 6.05 / 6.56

Geometry (Å):
Hg  -1.5008  0.6131  0.6221
C  -1.4528  -0.1219  -4.0034
C  -1.5452  0.5050  -2.6450
N  -2.1093  -0.0600  -1.6458
N  -2.7803  -1.2247  -1.8787
C  -2.7720  -2.0689  -0.8656
O  -2.0746  -2.0263  0.1796
C  -3.7438  -3.2190  -1.0131
C  -3.9835  -4.0229  0.0939
C  -4.8520  -5.1045  0.0083
C  -5.4858  -5.3954  -1.1919
C  -5.2538  -4.5909  -2.3026
C  -4.3917  -3.5069  -2.2125
C  -0.9359  1.8424  -2.4167
C  -0.2291  2.4926  -3.4246
C  0.2954  3.7505  -3.1724
C  0.0959  4.3250  -1.9304
C  -0.5895  3.5882  -0.9717
N  -1.0836  2.3808  -1.2063
H  -2.1526  -0.9497  -4.0597
H  -0.4433  -0.5199  -4.1497
H  -1.6642  0.5922  -4.8008
H  -3.4776  -3.7794  1.0196
H  -5.0320  -5.7226  0.8798
H  -6.1607  -6.2403  -1.2620
H  -5.7479  -4.8112  -3.2415
H  -4.2000  -2.8696  -3.0660
H  -0.0897  2.0209  -4.3863
H  0.8609  4.2687  -3.9375
H  0.4862  5.3043  -1.6886
H  -0.7319  3.9610  0.0378
C  -6.0948  6.3457  1.1202
Si  -5.0427  5.2197  2.1989
C  -5.9887  4.9253  3.7897
C  -3.5044  6.1859  2.5971
C  -4.9131  3.5724  1.3114
C  -6.0642  3.1138  0.6825
C  -6.0984  1.9018  -0.0003
C  -4.9303  1.1701  -0.0341
N  -3.8185  1.5667  0.5771
C  -3.7622  2.7379  1.2596
S  -2.2487  3.1166  2.0210
H  -6.2550  7.3010  1.6299
H  -7.0771  5.9194  0.9015
H  -5.6005  6.5501  0.1665
H  -6.2007  5.8661  4.3071
H  -5.4117  4.2862  4.4637
H  -6.9390  4.4239  3.5857
H  -3.8036  7.1539  3.0142
H  -2.8989  6.3605  1.7049
H  -2.8761  5.6575  3.3129
H  -6.9654  3.7198  0.7103
H  -6.9895  1.5511  -0.5026
H  -4.8631  0.2311  -0.5754
I  0.1097  -1.7202  3.1811
C  -0.5030  0.2157  2.4743
H  0.3906  0.8284  2.5539
H  -1.2130  0.5416  3.2269
C  7.2005  -0.3341  0.3414
C  6.0731  0.6735  0.1376
C  5.2275  0.3745  -1.0954
C  4.0262  1.3039  -1.2611
Ge  2.6396  1.2132  0.1763
C  3.0697  2.4102  1.7569
C  2.9835  3.9045  1.4266
C  4.2849  4.4871  0.8853
C  4.1568  5.9574  0.5005
H  7.7956  -0.1050  1.2277
H  7.8737  -0.3498  -0.5200
H  6.7986  -1.3446  0.4627
H  6.4888  1.6828  0.0516
H  5.4256  0.6822  1.0202
H  4.8721  -0.6634  -1.0366
H  5.8705  0.4174  -1.9833
H  3.4735  1.0375  -2.1640
H  4.3498  2.3436  -1.3756
H  1.5307  2.0935  -0.4601
H  4.0505  2.1581  2.1727
H  2.3234  2.1393  2.5071
H  2.7007  4.4682  2.3243
H  2.1842  4.0775  0.6995
H  4.6055  3.9095  0.0154
H  5.0685  4.3688  1.6407
H  3.4597  6.0788  -0.3319
H  5.1152  6.3857  0.2000
H  3.7743  6.5461  1.3381
C  4.1502  -6.2834  2.0874
C  5.0558  -5.2069  1.4898
C  4.3155  -4.2772  0.5322
C  3.4043  -3.2959  1.2622
N  2.8047  -2.3114  0.3788
C  1.6288  -2.2608  -0.2617
S  1.2661  -0.8781  -1.2038
N  0.6776  -3.2078  -0.2222
C  0.6934  -4.5654  0.2990
C  -0.3453  -5.4090  -0.4270
C  0.0084  -5.7654  -1.8753
C  -0.2520  -4.6467  -2.8864
H  4.7108  -6.9635  2.7302
H  3.6859  -6.8776  1.2965
H  3.3497  -5.8478  2.6893
H  5.8842  -5.6826  0.9603
H  5.5005  -4.6148  2.2960
H  3.7219  -4.8701  -0.1716
H  5.0244  -3.7039  -0.0721
H  3.9911  -2.7387  1.9964
H  2.6281  -3.8016  1.8236
H  3.3562  -1.4824  0.2034
H  -0.2496  -2.8010  -0.3560
H  0.4844  -4.5703  1.3742
H  1.6735  -5.0049  0.1361
H  -1.3015  -4.8796  -0.4082
H  -0.4835  -6.3243  0.1548
H  -0.5795  -6.6407  -2.1643
H  1.0606  -6.0711  -1.9232
H  -1.3092  -4.3713  -2.8840
H  0.0084  -4.9675  -3.8973
H  0.3209  -3.7474  -2.6600

---

Quick look at relative energies in kJ/mol: P 0.0; Q 135.4.

---

P.
DFT (ωB97M-V/def2-TZVPD) results for a single CH3N2OP molecule.

Values from the calculation:
LUMO energy (alpha / beta), eV: -0.65 / -0.65
Kohn-Sham gap (alpha / beta), eV: 8.33 / 8.33

Geometry (Å):
C  1.3923  0.3575  0.2325
N  0.4043  -0.4416  -0.1411
N  -0.9204  -0.5252  -0.2251
O  -3.2717  -0.1489  0.2413
P  -2.1287  0.6413  -0.1207
H  1.3025  1.4626  0.3900
H  2.3814  -0.0691  -0.0332
H  0.8403  -1.2766  -0.3438

---

Q.
DFT (ωB97M-V/def2-TZVPD) results for a single CH3N2OP molecule.

Values from the calculation:
LUMO energy (alpha / beta), eV: 0.00 / 0.32
Kohn-Sham gap (alpha / beta), eV: 7.43 / 8.37

Geometry (Å):
C  1.2807  -0.0524  -0.6393
N  -1.3936  -1.5987  -0.0050
N  -1.6913  -0.5440  0.3786
O  0.5822  0.9778  -0.2871
P  -1.1963  1.0213  0.3011
H  1.7076  -0.4066  0.1924
H  1.6164  -0.3370  -1.6109
H  -0.9056  0.9397  1.6703

---

R.
DFT (ωB97M-V/def2-TZVPD) results for a single CH3N2OP molecule.

Values from the calculation:
LUMO energy, eV: -0.44
Kohn-Sham gap, eV: 8.85

Geometry (Å):
O  2.6448  -1.0219  0.2707
P  2.0835  0.2903  0.0451
N  0.3230  0.2190  0.4938
C  -0.9567  -0.3390  0.0836
N  -0.7491  1.0703  0.0474
H  -1.7157  -0.5487  0.7487
H  -1.0730  -1.0072  -0.7707
H  -0.5569  1.3371  -0.9185

---

Quick look at relative energies in kJ/mol: P 14.3; Q 197.6; R 0.0.

---

P.
DFT (ωB97M-V/def2-TZVPD) results for a single CH3N2OP molecule.

Values from the calculation:
LUMO energy, eV: 0.80
Kohn-Sham gap, eV: 9.69

Geometry (Å):
C  0.8876  0.0290  -0.3788
N  0.3058  -1.1521  -0.0040
N  -0.8192  -1.2162  0.3479
P  -1.6110  0.5478  0.0998
O  -0.0928  1.0713  -0.1126
H  1.9424  0.1635  0.0137
H  0.9777  0.0508  -1.4108
H  -1.5905  0.5061  1.4448

---

Q.
DFT (ωB97M-V/def2-TZVPD) results for a single CH3N2OP molecule.

Values from the calculation:
LUMO energy, eV: 0.34
Kohn-Sham gap, eV: 10.44

Geometry (Å):
C  -0.4473  0.8041  0.0682
N  -0.5651  -0.6375  -0.1791
N  1.0388  0.8950  0.2547
O  1.9922  -1.7351  -0.0612
P  1.0756  -0.6454  -0.0382
H  -0.8740  1.3145  -0.8612
H  -0.9738  1.2511  0.7952
H  -1.2464  -1.2466  0.0216

---

Quick look at relative energies in kJ/mol: P 112.1; Q 0.0.